DFT (ωB97M-V/def2-TZVPD) results for a structure of composition C43H38FN6O7PRuS.

charge: +1
total energy: -3450.77353 Ha
strongest force on any atom: 0.0168 Eh/bohr
relative energy (zero: lowest compared OMol25 entry of this formula, charge and spin): 48.5 kJ/mol
LUMO level (alpha / beta): -2.1078 / -4.1733 eV
HOMO level (alpha / beta): -10.77 / -11.28 eV
multiplicity: 6
HOMO-LUMO gap (alpha / beta): 8.663 / 7.110 eV

Geometry (Å):
Ru1 -0.72475 0.65865 0.51996
C1 -3.03324 -1.31566 -1.07166
C2 -3.75165 -1.70668 0.21527
C3 -2.86048 -1.90514 1.41062
C4 -2.79480 -3.14961 2.02151
C5 -2.05388 -3.30839 3.17995
C6 -1.45058 -2.19429 3.73558
C7 -1.55260 -0.98771 3.06542
N1 -2.20091 -0.84792 1.90312
N2 -2.56308 0.07612 -1.13029
C8 -3.67876 1.02249 -0.93840
C9 -3.82418 1.54378 0.46605
C10 -5.08127 1.77386 1.00230
C11 -5.18499 2.34007 2.26285
C12 -4.02551 2.66692 2.94313
C13 -2.80611 2.40026 2.34295
N3 -2.70929 1.84604 1.13265
C14 -1.95227 0.29970 -2.44310
C15 -1.28358 1.64119 -2.51839
C16 -1.06755 2.26299 -3.73870
C17 -0.50820 3.52846 -3.75620
C18 -0.20588 4.14432 -2.55317
C19 -0.42557 3.44796 -1.37795
N4 -0.93781 2.21361 -1.36307
H1 -3.71532 -1.50082 -1.91397
H2 -2.17420 -1.96776 -1.19687
H3 -4.27726 -2.64061 0.01925
H4 -4.50433 -0.96028 0.47447
H5 -3.33056 -3.98336 1.58663
H6 -1.97030 -4.27883 3.65081
H7 -0.89717 -2.25344 4.66254
H8 -1.09383 -0.10007 3.47540
H9 -4.61875 0.56607 -1.26171
H10 -3.50831 1.89276 -1.57420
H11 -5.96739 1.51395 0.43762
H12 -6.15588 2.52522 2.70289
H13 -4.05349 3.12035 3.92359
H14 -1.88718 2.65399 2.84731
H15 -2.70352 0.21100 -3.23826
H16 -1.18996 -0.45912 -2.61114
H17 -1.34370 1.76236 -4.65758
H18 -0.33525 4.03637 -4.69592
H19 0.20146 5.14492 -2.52082
H20 -0.20176 3.88113 -0.41636
O1 0.62652 0.95276 2.64703
S1 0.66567 2.43714 2.66479
O2 0.10295 3.02940 3.84324
O3 0.05808 2.88580 1.39330
C20 2.37691 2.81104 2.48970
C21 3.05590 3.72624 3.26913
C22 4.38839 3.97873 2.98330
C23 5.00337 3.32934 1.92244
C24 4.30522 2.41849 1.14252
C25 2.97163 2.13510 1.42493
P1 2.03186 0.88141 0.43623
C26 2.74255 1.27761 -1.20921
C27 3.23560 0.34027 -2.11410
C28 3.70100 0.73904 -3.35698
C29 3.66914 2.07891 -3.71909
C30 3.17522 3.01869 -2.82807
C31 2.71111 2.62055 -1.58410
C32 2.83484 -0.67562 0.97976
C33 4.15941 -0.93790 0.62080
C34 4.77609 -2.11289 1.01963
C35 4.08560 -3.03724 1.78902
C36 2.77780 -2.77609 2.16556
C37 2.15382 -1.60543 1.76404
H21 2.53818 4.22390 4.07882
H22 4.94655 4.68324 3.58458
H23 6.03912 3.53766 1.68796
H24 4.80150 1.93908 0.31053
H25 3.26706 -0.70564 -1.84552
H26 4.09644 -0.00076 -4.04126
H27 4.03397 2.38593 -4.69049
H28 3.16857 4.06910 -3.09173
H29 2.33255 3.36061 -0.88887
H30 4.71735 -0.22217 0.03357
H31 5.79957 -2.30322 0.72299
H32 4.56938 -3.95561 2.09432
H33 2.23621 -3.49286 2.76924
H34 1.13609 -1.42188 2.05810
F1 -2.64551 -4.20102 -3.94239
C38 -1.86665 -4.42916 -2.88081
C39 -0.74364 -3.72653 -2.70375
N5 0.07386 -3.90632 -1.61406
C40 1.08995 -2.90832 -1.31565
C41 0.40742 -1.65674 -0.74067
O4 0.56867 -0.54424 -1.30461
O5 -0.29814 -1.79334 0.27593
C42 -0.22192 -4.85006 -0.63198
O6 0.46493 -5.02751 0.34584
N6 -1.37932 -5.56463 -0.87382
C43 -2.32303 -5.39860 -1.89143
O7 -3.36573 -6.00344 -1.89910
H35 -0.43324 -2.97786 -3.42128
H36 1.65398 -2.66391 -2.21322
H37 1.74199 -3.32632 -0.55088
H38 -1.61119 -6.24956 -0.16832

Here are the Löwdin charges for atoms 1 to 6, given in e: 1.57 -0.17 -0.08 -0.28 -0.01 -0.03